# 1
ORCA calculation (ωB97M-V/def2-TZVPD) on a cluster of 11 separate species, C18H40ClF2N12O24 in total in a non-equilibrium geometry.

Geometry as XYZ:
```
97
Properties=species:S:1:pos:R:3:forces:R:3:lowdin_charge:R:1
O -5.6521 -7.0728 -3.5494 -0.2 0.1 0.2 0.107
C -5.3976 -6.4607 -2.5713 0.4 -0.1 -0.5 -0.785
Cl -6.6456 -5.7661 -1.5361 0.0 0.0 0.1 0.764
C -3.9666 -6.2256 -2.1124 0.2 0.1 0.6 -0.105
C -3.7372 -4.9013 -1.3845 -0.4 -0.3 0.0 -0.252
C -4.2092 -3.6291 -2.1289 -0.4 0.0 -0.1 -0.125
O -3.1516 -2.7944 -2.5422 0.3 -0.5 0.0 -0.054
C -2.2474 -2.3826 -1.5456 0.3 0.4 0.2 -0.135
C -2.0821 -3.4076 -0.4281 0.2 -0.3 0.3 -0.184
N -0.7278 -3.3846 0.1552 -0.4 0.5 0.5 0.113
C -0.2214 -2.0318 0.2560 -0.1 0.5 -0.3 -0.476
O -0.6318 -1.1721 0.9544 0.1 -0.4 0.0 0.216
F 0.7788 -1.8451 -0.5803 0.1 -0.2 0.0 0.181
C -0.6665 -4.0078 1.4630 0.6 -0.8 -0.1 -0.466
O 0.0576 -4.9092 1.6990 -0.2 0.2 0.0 0.235
F -1.5055 -3.5254 2.3713 -0.1 0.2 -0.3 0.168
N -2.2715 -4.7617 -1.0592 -0.1 0.3 -0.1 0.175
H -3.3018 -6.3608 -2.9656 -0.2 0.1 -0.2 0.142
H -3.7415 -7.0370 -1.4096 -0.1 -0.1 -0.1 0.142
H -4.2422 -4.9541 -0.4186 0.1 0.1 0.1 0.112
H -4.7152 -3.9358 -3.0437 0.0 0.1 -0.1 0.138
H -4.9525 -3.1049 -1.5229 0.2 0.1 0.1 0.138
H -1.2879 -2.2327 -2.0465 -0.2 -0.2 0.0 0.115
H -2.5230 -1.4320 -1.0861 -0.2 0.0 -0.1 0.117
H -2.8375 -3.3384 0.3539 -0.2 0.1 -0.1 0.131
H -1.6853 -4.8017 -1.8994 -0.1 -0.1 -0.1 0.204
H -1.9770 -5.5192 -0.4401 0.0 0.0 0.0 0.192
C -0.5499 1.8828 -2.5737 0.1 0.0 0.1 0.066
N -1.0129 0.6080 -3.1892 0.1 0.0 0.0 -0.421
O -0.5428 -0.4396 -2.7642 0.1 0.3 0.0 0.018
O -1.8281 0.6821 -4.0727 -0.1 0.0 0.0 0.105
H 0.1743 1.6496 -1.8026 0.0 0.0 0.0 0.091
H -0.1081 2.4801 -3.3655 -0.1 0.0 0.0 0.108
H -1.4239 2.3789 -2.1619 0.0 0.0 -0.1 0.106
C 1.3861 -0.1688 3.3768 0.1 -0.2 0.2 0.051
N 0.9133 1.0127 4.1473 0.2 -0.1 -0.2 -0.444
O 0.8437 0.9404 5.3509 -0.1 0.0 0.0 0.094
O 0.6349 1.9800 3.4667 -0.2 0.2 0.1 0.053
H 1.6154 -0.9793 4.0598 0.0 0.1 0.1 0.099
H 0.5854 -0.4280 2.6923 0.1 0.1 0.0 0.062
H 2.2717 0.1473 2.8320 0.0 0.0 0.0 0.101
C -4.8420 -4.1692 4.0201 0.0 0.2 0.1 0.071
N -4.8204 -4.3004 2.5389 -0.1 0.0 0.0 -0.415
O -4.3279 -3.3946 1.8859 0.0 0.0 0.0 0.020
O -5.2881 -5.3084 2.0593 0.1 0.0 -0.1 0.081
H -4.3884 -3.2223 4.2861 0.0 0.0 0.0 0.099
H -5.8812 -4.2144 4.3322 0.0 -0.1 0.0 0.111
H -4.2836 -5.0081 4.4249 -0.1 -0.1 0.0 0.109
C 0.3782 5.0583 2.5796 0.0 0.0 0.2 0.040
N 0.2483 6.0238 1.4552 0.0 -0.1 0.1 -0.445
O 0.1128 7.1973 1.7081 0.0 0.0 -0.1 0.087
O 0.2930 5.5461 0.3337 0.0 0.0 -0.1 0.027
H 0.3194 5.5955 3.5185 0.0 0.1 -0.1 0.101
H -0.4351 4.3463 2.4827 0.1 -0.1 0.0 0.091
H 1.3409 4.5658 2.4671 0.0 -0.1 0.0 0.071
C -4.3516 0.6033 2.2943 0.0 0.0 0.2 0.057
N -4.8331 -0.3553 1.2659 0.0 0.0 0.1 -0.430
O -5.9390 -0.8269 1.3878 0.0 0.0 -0.1 0.082
O -4.0672 -0.6093 0.3501 0.0 -0.1 -0.1 0.030
H -5.1290 0.7294 3.0383 0.0 0.0 0.0 0.100
H -3.4496 0.1805 2.7291 0.0 0.0 -0.1 0.102
H -4.1366 1.5426 1.7916 0.1 -0.1 0.0 0.071
C 3.4597 4.1709 -0.3182 -0.3 0.0 0.0 0.048
N 4.3442 4.0707 0.8753 0.0 0.0 0.0 -0.437
O 3.8180 4.1084 1.9725 -0.1 0.0 0.1 0.051
O 5.5330 3.9532 0.6832 0.0 0.1 0.0 0.068
H 2.4371 4.2854 0.0227 0.0 0.1 0.1 0.066
H 3.7788 5.0373 -0.8894 0.1 -0.1 -0.1 0.111
H 3.5834 3.2609 -0.8972 0.1 0.1 0.0 0.061
C 7.3622 1.6257 -2.1623 0.1 0.2 -0.1 0.034
N 5.9323 1.6077 -2.5737 0.3 0.1 -0.1 -0.443
O 5.1295 2.1703 -1.8462 -0.1 -0.2 -0.1 0.012
O 5.6495 1.0474 -3.6067 -0.1 0.0 0.1 0.084
H 7.4319 2.1575 -1.2202 -0.1 0.0 0.0 0.101
H 7.6804 0.5943 -2.0568 0.1 0.2 -0.2 0.093
H 7.9274 2.1250 -2.9415 -0.2 -0.1 -0.1 0.077
C -6.8567 3.8800 0.0260 -0.1 0.0 0.0 0.057
N -6.0290 3.4884 1.1990 0.0 0.1 0.0 -0.439
O -6.5912 3.2463 2.2423 0.0 -0.1 0.0 0.085
O -4.8227 3.4334 1.0327 0.0 0.1 -0.1 0.033
H -7.8963 3.8829 0.3298 0.0 0.0 0.0 0.099
H -6.5296 4.8677 -0.2843 0.1 0.0 0.0 0.105
H -6.6722 3.1517 -0.7579 0.1 0.0 0.0 0.102
C 10.6739 4.2898 -1.8046 0.1 0.1 0.0 0.054
N 10.5108 3.5425 -3.0819 0.0 -0.1 0.0 -0.438
O 10.8713 4.0748 -4.1043 0.0 0.0 0.0 0.091
O 10.0178 2.4301 -3.0055 0.2 0.1 0.0 0.029
H 11.1205 5.2510 -2.0271 0.0 0.0 0.0 0.096
H 9.6867 4.4027 -1.3654 0.0 -0.1 0.0 0.098
H 11.3128 3.6934 -1.1604 -0.1 0.0 0.0 0.103
C 3.8468 -0.8339 -0.4680 -0.1 0.0 -0.2 0.040
N 5.2386 -0.4273 -0.1343 -0.1 -0.1 0.1 -0.417
O 6.0505 -0.4009 -1.0334 -0.2 -0.5 0.4 0.047
O 5.4569 -0.1543 1.0255 0.0 0.0 0.0 0.086
H 3.7858 -1.0499 -1.5283 0.1 0.0 0.0 0.100
H 3.6178 -1.7123 0.1282 0.0 0.0 0.1 0.094
H 3.2021 -0.0024 -0.1975 0.0 0.0 0.0 0.093
```
Positions in Å, forces in eV/Å.

multiplicity = 1
net charge = +1
HOMO level = -12.38 eV



# 2
ORCA calculation (ωB97M-V/def2-TZVPD) on a cluster of 4 separate species, C9H25N3O4 in total in a non-equilibrium geometry.

Geometry as XYZ:
```
41
Properties=species:S:1:pos:R:3:forces:R:3:lowdin_charge:R:1
C 8.8640 45.1220 10.5770 -3.7 -2.4 -1.8 0.042
C 7.4450 45.2510 11.3120 5.0 2.2 2.3 -0.361
O 7.4070 45.8060 12.4210 -1.4 -2.4 -4.1 0.137
N 6.3180 44.5470 10.6890 -2.0 -0.8 -1.3 -0.022
H 6.3280 43.9980 9.6460 0.6 2.9 3.5 0.240
H 6.0960 43.6880 11.3880 0.2 -0.7 -0.3 0.087
C 5.0880 45.3800 10.8880 -6.5 0.4 0.1 -0.077
H 9.5120 45.9270 10.5720 1.3 1.6 1.4 0.065
H 8.7300 45.0460 9.4730 -0.5 -0.2 0.4 0.086
H 9.2550 44.1240 10.8240 0.4 0.6 0.4 0.081
H 4.6200 45.2560 11.9820 1.8 0.4 -2.2 0.144
H 4.0990 44.8910 10.2940 3.1 1.0 1.2 0.143
H 4.9520 46.5220 10.5860 1.5 -2.5 0.5 0.150
C 7.7690 38.9440 14.2180 5.2 6.9 7.2 0.075
C 7.1390 40.3310 14.4700 -4.7 -1.1 3.1 -0.268
O 6.1420 40.5260 15.2400 5.6 0.3 -4.5 0.130
N 7.7830 41.4610 13.6330 -5.2 1.2 0.1 0.003
H 8.4880 41.3070 12.9990 2.1 -1.8 -1.5 0.121
H 7.0300 41.9280 13.0300 -0.9 -1.0 -0.5 0.086
C 8.1940 42.5440 14.4460 6.4 -0.6 1.1 -0.016
H 7.6630 38.4860 15.2490 0.7 0.2 -1.3 0.145
H 8.8070 39.3640 13.9690 -1.0 -2.3 -0.2 0.127
H 7.1630 38.5240 13.6410 -4.3 -4.1 -5.7 0.005
H 7.5240 42.7730 15.1740 -1.9 0.4 2.2 0.075
H 8.5680 43.4810 13.9980 -0.5 -0.7 -0.6 0.117
H 9.1570 41.9680 14.8110 -1.4 2.4 0.9 0.163
C 4.0820 41.3580 9.6290 3.1 2.5 3.0 0.044
C 5.4980 40.6140 9.4650 -3.4 -3.6 -2.7 -0.296
O 5.5110 39.4370 9.1010 0.9 3.9 1.6 0.162
N 6.8310 41.3410 9.5670 -7.1 0.9 -0.5 0.013
H 6.7510 42.1320 8.9210 0.5 -0.6 -0.7 0.181
H 6.6890 41.8310 10.4760 0.0 -0.3 1.4 0.080
C 7.9210 40.5290 9.4420 3.4 2.7 -1.4 -0.012
H 4.3270 42.5440 9.9100 -1.0 -3.0 -1.2 0.101
H 3.6990 40.9770 10.6200 0.1 0.2 -1.2 0.105
H 3.3620 41.2040 8.8330 0.4 -0.1 -0.2 0.093
H 8.0400 39.7140 9.9900 -0.5 -3.2 3.3 0.081
H 8.5000 41.3480 9.7890 3.3 -0.4 0.1 0.112
H 8.2080 40.1680 8.5040 0.0 0.3 -1.9 0.125
O 6.0070 42.2720 11.8990 2.8 1.6 -0.9 -0.264
H 5.1580 41.9760 12.0990 -2.3 -0.7 0.7 -0.003
```
Positions in Å, forces in eV/Å.

multiplicity = 1
net charge = +2
HOMO level = -17.37 eV



The records above give, respectively, lowest unoccupied orbital energy values of -3.3, -7.1 eV.